Entry 1:
Density functional theory data (the ωB97M-V functional and the def2-TZVPD basis) for 8 unconnected molecules or ions with the total composition C28H84N16O12P4 in a non-equilibrium geometry.

Calculated values
⟨S²⟩: 0.75
net charge: -1
M: 960.98 u
gap between HOMO and LUMO (alpha / beta): 1.941 / 5.391 eV
LUMO (alpha / beta): 1.28 / 1.28 eV
spin multiplicity: 2

Bonds (Å) are listed after each position.
CARTESIAN COORDINATES (ANGSTROEM)
1 C 3.37165 -2.38783 -6.82781  N2 1.474, H5 1.090, H6 1.090, H7 1.090
2 N 2.39437 -1.88773 -7.81209  C1 1.474, O3 1.252, O4 1.230
3 O 1.32614 -1.36553 -7.41849  N2 1.252
4 O 2.88550 -1.71154 -8.92544  N2 1.230
5 H 2.87475 -2.69386 -5.90720  C1 1.090
6 H 3.97272 -1.55426 -6.46451  C1 1.090
7 H 4.03151 -3.17196 -7.19908  C1 1.090
8 C 3.41061 1.41407 -5.26185  N9 1.499, H12 1.090, H13 1.090, H14 1.090
9 N 3.37264 2.72883 -4.54317  C8 1.499, O10 1.231, O11 1.226
10 O 3.44321 2.70535 -3.31472  N9 1.231
11 O 3.34475 3.75843 -5.20882  N9 1.226
12 H 3.65750 0.66055 -4.51396  C8 1.090
13 H 4.04771 1.45241 -6.14544  C8 1.090
14 H 2.41849 1.16174 -5.63618  C8 1.090
15 C -1.81537 -6.63437 -1.46437  N16 1.463, H19 1.090, H20 1.090, H21 1.090
16 N -1.65691 -5.96051 -0.17504  C15 1.463, O17 1.232, O18 1.210
17 O -1.85246 -6.60578 0.85559  N16 1.232
18 O -1.35562 -4.79274 -0.26917  N16 1.210
19 H -2.88876 -6.63991 -1.65384  C15 1.090
20 H -1.41463 -7.64455 -1.38048  C15 1.090
21 H -1.26118 -6.05424 -2.20223  C15 1.090
22 C 5.33481 0.50448 -2.19719  N23 1.466, H26 1.090, H27 1.090, H28 1.090
23 N 6.05070 -0.76847 -2.07164  C22 1.466, O24 1.210, O25 1.240
24 O 5.72885 -1.68493 -2.79395  N23 1.210
25 O 7.10099 -0.80738 -1.41311  N23 1.240
26 H 5.89509 1.04958 -2.95682  C22 1.090
27 H 5.39224 1.07573 -1.27065  C22 1.090
28 H 4.30068 0.37566 -2.51670  C22 1.090
29 O 1.73517 -0.89617 -4.26496  P30 1.509
30 P 0.98695 -1.62317 -3.17421  O29 1.509, N31 1.707, N34 1.714, N37 1.676
31 N 1.87484 -2.82244 -2.34577  P30 1.707, C32 1.453, C33 1.458
32 C 1.42356 -3.51538 -1.15164  N31 1.453, H40 1.090, H41 1.090, H42 1.090
33 C 3.01159 -3.46614 -2.99282  N31 1.458, H43 1.090, H44 1.090, H45 1.090
34 N -0.36044 -2.47346 -3.80675  P30 1.714, C35 1.468, C36 1.446
35 C -0.40942 -2.79863 -5.23776  N34 1.468, H46 1.090, H47 1.090, H48 1.090
36 C -1.33880 -3.06491 -2.92106  N34 1.446, H49 1.090, H50 1.090, H51 1.090
37 N 0.36352 -0.67236 -1.94286  P30 1.676, C38 1.475, C39 1.480
38 C -0.83136 0.13175 -2.25990  N37 1.475, H52 1.090, H53 1.090, H54 1.090
39 C 1.33663 0.02655 -1.07472  N37 1.480, H55 1.090, H56 1.090, H57 1.090
40 H 0.53728 -3.05176 -0.71845  C32 1.090
41 H 2.10438 -3.46853 -0.30170  C32 1.090
42 H 1.16613 -4.57025 -1.24695  C32 1.090
43 H 3.75063 -3.85451 -2.29205  C33 1.090
44 H 3.41411 -2.78895 -3.74614  C33 1.090
45 H 2.70324 -4.27458 -3.65572  C33 1.090
46 H -0.27320 -1.86554 -5.78448  C35 1.090
47 H 0.47661 -3.37280 -5.50862  C35 1.090
48 H -1.31447 -3.33257 -5.52743  C35 1.090
49 H -1.02368 -4.04746 -2.56977  C36 1.090
50 H -1.37334 -2.51271 -1.98192  C36 1.090
51 H -2.27474 -3.16108 -3.47140  C36 1.090
52 H -0.64381 0.52694 -3.25827  C38 1.090
53 H -1.70807 -0.50807 -2.15936  C38 1.090
54 H -0.99029 0.97665 -1.58984  C38 1.090
55 H 2.11836 -0.64539 -0.72047  C39 1.090
56 H 0.81225 0.42648 -0.20686  C39 1.090
57 H 1.81465 0.77598 -1.70555  C39 1.090
58 O 0.79835 -1.94914 5.54037  P59 1.471
59 P 1.70942 -0.89574 5.06649  O58 1.471, N60 1.692, N63 1.685, N66 1.740
60 N 1.40665 -0.61665 3.42553  P59 1.692, C61 1.418, C62 1.486
61 C 1.44897 -1.74411 2.56610  N60 1.418, H69 1.090, H70 1.090, H71 1.090
62 C 1.72329 0.63048 2.68192  N60 1.486, H72 1.090, H73 1.090, H74 1.090
63 N 3.35853 -1.18302 5.25905  P59 1.685, C64 1.488, C65 1.517
64 C 4.41168 -0.38279 4.57827  N63 1.488, H75 1.090, H76 1.090, H77 1.090
65 C 3.76341 -2.58434 5.67421  N63 1.517, H78 1.090, H79 1.090, H80 1.090
66 N 1.51161 0.63598 5.86767  P59 1.740, C67 1.465, C68 1.432
67 C 2.37416 1.07321 6.96779  N66 1.465, H81 1.090, H82 1.090, H83 1.090
68 C 0.24301 1.29508 5.95079  N66 1.432, H84 1.090, H85 1.090, H86 1.090
69 H 1.06142 -1.57722 1.56108  C61 1.090
70 H 1.03582 -2.72064 2.81869  C61 1.090
71 H 2.45622 -2.15883 2.60529  C61 1.090
72 H 2.75377 0.44479 2.37904  C62 1.090
73 H 1.73979 1.45182 3.39831  C62 1.090
74 H 1.18915 0.68677 1.73343  C62 1.090
75 H 5.34893 -0.60531 5.08831  C64 1.090
76 H 4.53818 -0.59461 3.51656  C64 1.090
77 H 4.13612 0.65334 4.77473  C64 1.090
78 H 3.91121 -3.22442 4.80440  C65 1.090
79 H 4.70199 -2.48454 6.21939  C65 1.090
80 H 2.94200 -2.88165 6.32612  C65 1.090
81 H 2.14814 0.46444 7.84324  C67 1.090
82 H 3.41190 0.82067 6.75006  C67 1.090
83 H 2.31604 2.14934 7.13108  C67 1.090
84 H -0.06540 1.48354 4.92245  C68 1.090
85 H 0.28946 2.31089 6.34330  C68 1.090
86 H -0.51648 0.69324 6.44984  C68 1.090
87 O -0.04324 5.89460 -3.39067  P88 1.505
88 P -1.08548 5.40668 -2.42116  O87 1.505, N89 1.707, N92 1.780, N95 1.702
89 N -2.22480 6.56816 -1.90581  P88 1.707, C90 1.436, C91 1.487
90 C -3.35867 6.85175 -2.74078  N89 1.436, H98 1.090, H99 1.090, H100 1.090
91 C -1.86212 7.74744 -1.07658  N89 1.487, H101 1.090, H102 1.090, H103 1.090
92 N -0.27219 4.80930 -0.95540  P88 1.780, C93 1.456, C94 1.448
93 C 1.13922 4.45695 -1.00469  N92 1.456, H104 1.090, H105 1.090, H106 1.090
94 C -0.93656 4.55839 0.30601  N92 1.448, H107 1.090, H108 1.090, H109 1.090
95 N -1.98868 4.10331 -3.03817  P88 1.702, C96 1.494, C97 1.461
96 C -2.99233 3.48465 -2.12019  N95 1.494, H110 1.090, H111 1.090, H112 1.090
97 C -1.37760 3.28314 -4.08125  N95 1.461, H113 1.090, H114 1.090, H115 1.090
98 H -3.02915 7.72644 -3.30152  C90 1.090
99 H -4.22017 7.26508 -2.21631  C90 1.090
100 H -3.75038 6.13350 -3.46104  C90 1.090
101 H -2.72408 8.37806 -0.85875  C91 1.090
102 H -1.18230 8.35420 -1.67474  C91 1.090
103 H -1.37280 7.40139 -0.16614  C91 1.090
104 H 1.66933 5.01989 -0.23645  C93 1.090
105 H 1.23468 3.37563 -0.90601  C93 1.090
106 H 1.53809 4.79689 -1.96043  C93 1.090
107 H -1.99123 4.82573 0.24053  C94 1.090
108 H -0.88109 3.53121 0.66647  C94 1.090
109 H -0.40842 5.05056 1.12268  C94 1.090
110 H -3.30577 4.12241 -1.29368  C96 1.090
111 H -3.86198 3.21594 -2.71986  C96 1.090
112 H -2.50706 2.59081 -1.72821  C96 1.090
113 H -2.07564 2.53783 -4.46250  C97 1.090
114 H -0.46337 2.80841 -3.72499  C97 1.090
115 H -1.00450 3.96541 -4.84506  C97 1.090
116 O -5.48615 0.44493 2.76412  P117 1.477
117 P -4.42077 -0.51409 3.12212  O116 1.477, N118 1.743, N121 1.731, N124 1.723
118 N -4.02371 -0.41431 4.81620  P117 1.743, C119 1.473, C120 1.456
119 C -2.95296 -1.22797 5.41656  N118 1.473, H127 1.090, H128 1.090, H129 1.090
120 C -5.03535 0.01157 5.77296  N118 1.456, H130 1.090, H131 1.090, H132 1.090
121 N -2.92606 -0.28619 2.27882  P117 1.731, C122 1.458, C123 1.485
122 C -2.23435 0.99218 2.39237  N121 1.458, H133 1.090, H134 1.090, H135 1.090
123 C -2.58707 -1.09727 1.08203  N121 1.485, H136 1.090, H137 1.090, H138 1.090
124 N -4.84287 -2.17504 2.94212  P117 1.723, C125 1.458, C126 1.461
125 C -3.79581 -3.18585 2.85709  N124 1.458, H139 1.090, H140 1.090, H141 1.090
126 C -6.18498 -2.45963 3.44375  N124 1.461, H142 1.090, H143 1.090, H144 1.090
127 H -2.44442 -0.60717 6.15419  C119 1.090
128 H -2.29352 -1.58100 4.62371  C119 1.090
129 H -3.42401 -2.08610 5.89595  C119 1.090
130 H -5.67548 0.74465 5.28212  C120 1.090
131 H -4.53068 0.48273 6.61642  C120 1.090
132 H -5.60472 -0.81976 6.18865  C120 1.090
133 H -2.55619 1.61808 1.56004  C122 1.090
134 H -2.35774 1.38144 3.40299  C122 1.090
135 H -1.17165 0.80655 2.23640  C122 1.090
136 H -3.35532 -1.74715 0.66303  C123 1.090
137 H -2.30438 -0.46061 0.24367  C123 1.090
138 H -1.78665 -1.76962 1.39086  C123 1.090
139 H -2.76968 -2.84104 2.72957  C125 1.090
140 H -3.86244 -3.91898 3.66094  C125 1.090
141 H -3.89402 -3.76197 1.93702  C125 1.090
142 H -6.84477 -1.66019 3.10659  C126 1.090
143 H -6.17571 -2.55546 4.52949  C126 1.090
144 H -6.46571 -3.36557 2.90658  C126 1.090

Atomic partial charges in e from the Löwdin method, atoms 1 to 8: -0.0620 -0.6072 -0.1838 -0.1859 0.0288 0.0542 0.0695 0.0372

=====

Entry 2:
Density functional theory data (the ωB97M-V functional and the def2-TZVPD basis) for 8 unconnected molecules or ions with the total composition C28H84N7O11P in a non-equilibrium geometry.

Calculated values
⟨S²⟩: 0.75
net charge: +5
M: 725.99 u
gap between HOMO and LUMO (alpha / beta): 7.626 / 1.589 eV
LUMO (alpha / beta): -12.03 / -18.06 eV
spin multiplicity: 2

Bonds (Å) are listed after each position.
CARTESIAN COORDINATES (ANGSTROEM)
1 P -0.45553 -0.51140 0.22245  O2 1.553, O3 1.601, O4 1.549, O5 1.559
2 O -1.43184 0.13220 1.24399  P1 1.553
3 O 0.09307 -1.95358 0.64989  P1 1.601
4 O 0.82238 0.34788 0.05918  P1 1.549
5 O -1.13411 -0.56222 -1.18068  P1 1.559
6 C -0.00416 0.05077 -4.56895  C7 1.537, H15 1.090, H16 1.090, H17 1.090
7 C 1.03889 0.72615 -3.66373  C6 1.537, C8 1.537, N11 1.493, H18 1.090
8 C 1.86382 1.83369 -4.33773  C7 1.537, O9 1.413, H19 1.090, H20 1.090
9 O 2.95450 2.35873 -3.60969  C8 1.413, C10 1.464
10 C 4.10747 1.46578 -3.48079  O9 1.464, H21 1.090, H22 1.090, H23 1.090
11 N 0.27471 1.29984 -2.51687  C7 1.493, H12 1.010, H13 1.010, H14 1.010
12 H 0.84847 1.36149 -1.68796  N11 1.010
13 H -0.07317 2.24454 -2.59823  N11 1.010
14 H -0.38675 0.62558 -2.15917  N11 1.010
15 H 0.45943 -0.47303 -5.40489  C6 1.090
16 H -0.75391 0.71339 -5.00128  C6 1.090
17 H -0.58096 -0.69220 -4.01814  C6 1.090
18 H 1.73587 0.08631 -3.12251  C7 1.090
19 H 1.22644 2.66315 -4.64407  C8 1.090
20 H 2.15287 1.42198 -5.30471  C8 1.090
21 H 3.88179 0.58987 -2.87255  C10 1.090
22 H 4.96944 2.00356 -3.08595  C10 1.090
23 H 4.40008 1.06781 -4.45244  C10 1.090
24 C -5.05202 -0.78470 1.10781  C25 1.567, H33 1.090, H34 1.090, H35 1.090
25 C -5.06030 0.29877 -0.02405  C24 1.567, C26 1.548, N29 1.537, H36 1.090
26 C -5.82461 1.59364 0.34480  C25 1.548, O27 1.468, H37 1.090, H38 1.090
27 O -5.72462 2.69970 -0.61543  C26 1.468, C28 1.415
28 C -6.48629 2.65531 -1.80735  O27 1.415, H39 1.090, H40 1.090, H41 1.090
29 N -3.56955 0.55117 -0.30129  C25 1.537, H30 1.010, H31 1.010, H32 1.010
30 H -3.14330 -0.14854 -0.89190  N29 1.010
31 H -3.42311 1.47992 -0.67020  N29 1.010
32 H -2.98004 0.54107 0.51875  N29 1.010
33 H -4.89047 -0.24647 2.04179  C24 1.090
34 H -4.42168 -1.66434 0.97740  C24 1.090
35 H -6.08236 -1.10965 1.25243  C24 1.090
36 H -5.44820 -0.05723 -0.97846  C25 1.090
37 H -5.38874 1.96359 1.27284  C26 1.090
38 H -6.86633 1.30925 0.49325  C26 1.090
39 H -7.54205 2.92292 -1.85043  C28 1.090
40 H -6.46297 1.64643 -2.21932  C28 1.090
41 H -6.03088 3.35868 -2.50446  C28 1.090
42 C -2.05371 3.07721 2.82455  C43 1.586, H51 1.090, H52 1.090, H53 1.090
43 C -0.64631 3.24845 2.11437  C42 1.586, C44 1.589, N47 1.512, H54 1.090
44 C 0.20646 4.43135 2.74478  C43 1.589, O45 1.456, H55 1.090, H56 1.090
45 O 1.31767 4.63646 1.82736  C44 1.456, C46 1.450
46 C 2.21676 5.66754 2.30739  O45 1.450, H57 1.090, H58 1.090, H59 1.090
47 N 0.08860 1.93393 2.25037  C43 1.512, H48 1.010, H49 1.010, H50 1.010
48 H 0.66713 1.75816 3.05938  N47 1.010
49 H -0.54634 1.16400 2.09492  N47 1.010
50 H 0.68351 1.88844 1.43544  N47 1.010
51 H -2.79667 2.46251 2.31638  C42 1.090
52 H -2.47036 4.04766 3.09427  C42 1.090
53 H -1.98465 2.61295 3.80831  C42 1.090
54 H -0.78280 3.42246 1.04704  C43 1.090
55 H 0.46661 4.19003 3.77541  C44 1.090
56 H -0.33832 5.36784 2.86438  C44 1.090
57 H 3.12502 5.84775 1.73232  C46 1.090
58 H 2.58939 5.33640 3.27672  C46 1.090
59 H 1.76772 6.64738 2.46982  C46 1.090
60 C 3.85885 6.81298 -2.93753  C61 1.527, H69 1.090, H70 1.090, H71 1.090
61 C 3.02200 5.58454 -2.58652  C60 1.527, C62 1.514, N65 1.524, H72 1.090
62 C 3.71971 4.76414 -1.52224  C61 1.514, O63 1.390, H73 1.090, H74 1.090
63 O 2.88474 3.77070 -1.02328  C62 1.390, C64 1.419
64 C 3.35792 2.70537 -0.21361  O63 1.419, H75 1.090, H76 1.090, H77 1.090
65 N 1.68735 6.03027 -2.00190  C61 1.524, H66 1.010, H67 1.010, H68 1.010
66 H 1.13727 6.57603 -2.64971  N65 1.010
67 H 1.23793 5.21410 -1.61206  N65 1.010
68 H 1.82813 6.65077 -1.21751  N65 1.010
69 H 3.53817 7.29282 -3.86220  C60 1.090
70 H 4.86389 6.49869 -3.21902  C60 1.090
71 H 3.99188 7.58710 -2.18179  C60 1.090
72 H 2.83098 4.88901 -3.40373  C61 1.090
73 H 4.19775 5.34131 -0.73076  C62 1.090
74 H 4.65946 4.30553 -1.82990  C62 1.090
75 H 4.16304 3.15929 0.36417  C64 1.090
76 H 3.82263 1.99909 -0.90159  C64 1.090
77 H 2.60711 2.13591 0.33420  C64 1.090
78 C -2.25839 -3.95163 1.87953  C79 1.497, H87 1.090, H88 1.090, H89 1.090
79 C -1.62790 -3.56444 3.18111  C78 1.497, C80 1.508, N83 1.563, H90 1.090
80 C -0.43857 -4.40887 3.56264  C79 1.508, O81 1.455, H91 1.090, H92 1.090
81 O 0.31979 -3.76438 4.62347  C80 1.455, C82 1.442
82 C 1.52418 -4.49006 4.94240  O81 1.442, H93 1.090, H94 1.090, H95 1.090
83 N -1.08640 -2.10480 3.04304  C79 1.563, H84 1.010, H85 1.010, H86 1.010
84 H -1.72459 -1.46566 2.59102  N83 1.010
85 H -0.75286 -1.62979 3.86961  N83 1.010
86 H -0.43542 -1.96789 2.28306  N83 1.010
87 H -3.24027 -3.49983 1.73847  C78 1.090
88 H -2.33066 -5.03905 1.89921  C78 1.090
89 H -1.64217 -3.66045 1.02890  C78 1.090
90 H -2.23528 -3.61070 4.08502  C79 1.090
91 H 0.21481 -4.53148 2.69883  C80 1.090
92 H -0.75802 -5.40298 3.87537  C80 1.090
93 H 2.40777 -4.26695 4.34441  C82 1.090
94 H 1.51436 -5.57195 4.81004  C82 1.090
95 H 1.92581 -4.28726 5.93521  C82 1.090
96 C -1.66129 -4.38694 -3.63969  C97 1.521, H105 1.090, H106 1.090, H107 1.090
97 C -1.74116 -3.48801 -2.41587  C96 1.521, C98 1.529, N101 1.543, H108 1.090
98 C -2.92316 -3.82432 -1.50558  C97 1.529, O99 1.436, H109 1.090, H110 1.090
99 O -2.74842 -5.15372 -0.99016  C98 1.436, C100 1.482
100 C -3.87153 -6.08867 -0.74242  O99 1.482, H111 1.090, H112 1.090, H113 1.090
101 N -0.43653 -3.56201 -1.59484  C97 1.543, H102 1.010, H103 1.010, H104 1.010
102 H 0.41390 -3.42243 -2.12151  N101 1.010
103 H -0.47907 -2.87957 -0.85149  N101 1.010
104 H -0.40161 -4.44259 -1.10143  N101 1.010
105 H -2.53345 -4.18078 -4.26013  C96 1.090
106 H -1.66512 -5.45794 -3.43709  C96 1.090
107 H -0.77606 -4.09811 -4.20631  C96 1.090
108 H -1.87076 -2.42738 -2.63121  C97 1.090
109 H -3.81898 -3.66733 -2.10638  C98 1.090
110 H -2.97244 -3.09003 -0.70154  C98 1.090
111 H -4.65221 -5.35637 -0.53659  C100 1.090
112 H -3.65684 -6.67016 0.15417  C100 1.090
113 H -4.11371 -6.71355 -1.60205  C100 1.090
114 C 2.63763 -0.78829 2.75783  C115 1.568, H123 1.090, H124 1.090, H125 1.090
115 C 3.44032 -1.63493 1.71026  C114 1.568, C116 1.587, N119 1.506, H126 1.090
116 C 3.62539 -3.13702 2.18922  C115 1.587, O117 1.380, H127 1.090, H128 1.090
117 O 4.30855 -3.79604 1.18729  C116 1.380, C118 1.433
118 C 4.20710 -5.21872 1.32116  O117 1.433, H129 1.090, H130 1.090, H131 1.090
119 N 2.85278 -1.46021 0.33435  C115 1.506, H120 1.010, H121 1.010, H122 1.010
120 H 2.21681 -0.67735 0.28166  N119 1.010
121 H 3.43765 -1.46714 -0.48905  N119 1.010
122 H 2.14078 -2.12284 0.06219  N119 1.010
123 H 1.55667 -0.79077 2.61770  C114 1.090
124 H 2.92395 0.25706 2.64220  C114 1.090
125 H 2.98858 -0.93657 3.77908  C114 1.090
126 H 4.42129 -1.19206 1.53805  C115 1.090
127 H 2.65047 -3.58803 2.37422  C116 1.090
128 H 4.17519 -3.16651 3.12994  C116 1.090
129 H 4.93424 -5.77254 0.72731  C118 1.090
130 H 3.20756 -5.51020 0.99860  C118 1.090
131 H 4.27720 -5.73731 2.27732  C118 1.090

Atomic partial charges in e from the Löwdin method, atoms 1 to 8: 0.1489 -0.3793 -0.4092 -0.4135 -0.3806 0.0051 -0.2802 -0.1585